Below is a molecular structure, C15H28CsN4O3V at a distorted geometry, with properties calculated with ωB97M-V with the def2-TZVPD basis set.

Values from the calculation:
Kohn-Sham gap (spin up / spin down), eV: 5.598 / 5.594
HOMO (spin up / spin down), eV: -15.67 / -15.67
Total charge: +2

Geometry as XYZ:
```
52
C15H28CsN4O3V (ωB97M-V with the def2-TZVPD basis set)
N -1.63359 -0.62015 1.11437
C -2.79627 -0.55703 1.77036
O -3.87739 -1.08013 1.38106
Cs -3.02560 -1.33645 -0.66584
V -0.14096 0.02394 0.17112
N -0.89523 1.19917 -1.30683
N 0.80761 -1.47300 -0.77577
C -1.74292 2.39709 -1.03754
C 1.07433 -2.91694 -0.55213
C -3.22011 2.07613 -1.36377
C -1.26587 3.60730 -1.86889
C -1.63147 2.74964 0.45727
C 1.30366 -3.63307 -1.90160
C 2.31160 -3.09461 0.35722
C -0.14427 -3.55139 0.13677
H -3.32944 1.69164 -2.39428
H -3.85334 2.97637 -1.27503
H -3.61036 1.32804 -0.64946
H -0.19108 3.79129 -1.69409
H -1.82406 4.51195 -1.57176
H -1.42273 3.45767 -2.95068
H -1.91903 1.89339 1.09603
H -2.31011 3.58326 0.70698
H -0.60381 3.05770 0.71191
H 0.45791 -3.44491 -2.58719
H 1.38626 -4.72194 -1.74239
H 2.23227 -3.29774 -2.39397
H 3.19627 -2.59383 -0.07307
H 2.55773 -4.16382 0.48318
H 2.11764 -2.65809 1.34996
H -0.39304 -3.01009 1.06483
H 0.05686 -4.60886 0.37947
H -1.01746 -3.52386 -0.54601
C 1.74139 -0.78766 -1.67317
H 1.55487 0.30940 -1.63224
H 2.80475 -0.93219 -1.39454
H 1.60676 -1.07275 -2.73520
C -0.62140 0.92874 -2.71977
H 0.10356 1.64311 -3.16189
H -0.20586 -0.08680 -2.82332
H -1.54260 0.97508 -3.33786
O 2.81263 -0.20680 1.32159
C 2.10208 0.34941 2.14039
C 2.59152 0.84665 3.46056
C 1.32329 1.46372 4.06842
C 0.30929 1.24620 2.99191
O -0.85726 1.57336 3.10533
N 0.80595 0.60525 1.91708
H 2.97305 0.00548 4.07872
H 3.37978 1.61346 3.30252
H 1.01230 0.91980 4.98642
H 1.45191 2.54789 4.27481
```